120
Properties=species:S:1:pos:R:3:forces:R:3 method="wB97M-V/def2-TZVPD" s_squared=0.75 homo_lumo_gap_ev="2.661 / 9.321" total_energy_ev=-83189.9449 spin_multiplicity=2 e_lumo_ev="1.8 / 1.7" de_lowest_ev=10.298 mol_weight_da=720.6 total_charge=-1
H -0.251 -0.560 4.236 3.2 1.6 -1.1
H -1.263 0.098 5.379 1.5 -2.1 -1.0
O -1.011 -0.629 4.727 -4.1 -0.3 3.5
H -4.175 0.040 -2.346 -0.6 1.5 1.0
H -3.934 -0.548 -3.671 0.0 0.2 -1.8
O -3.915 -0.758 -2.760 0.4 -1.7 0.5
H 1.625 2.277 1.551 0.0 0.0 -0.2
H 2.446 2.746 0.363 -0.4 1.4 -1.9
O 2.485 2.239 1.136 0.9 -1.2 2.7
H -1.338 -0.589 -5.839 -0.4 -0.9 0.7
H -1.345 0.078 -4.617 2.1 4.2 2.4
O -1.628 -0.714 -4.900 -1.2 -3.8 -3.6
H 3.619 -3.206 -0.235 0.1 1.9 -1.4
H 4.486 -3.522 1.011 2.8 1.8 2.0
O 3.866 -3.798 0.427 -2.6 -3.8 -0.5
H 2.486 -0.603 3.699 -0.9 -0.4 -1.5
O 1.804 -0.676 2.967 0.5 -2.2 4.1
H 5.490 2.487 2.316 0.3 0.4 1.2
O 5.367 2.278 1.410 1.0 -0.1 -1.0
H -4.984 1.092 0.399 -1.5 2.1 0.0
H -4.688 -0.019 1.614 0.0 1.8 -3.1
O -4.546 0.312 0.623 1.3 -3.4 3.3
H 1.176 1.294 -4.521 0.3 0.3 -0.7
H 1.006 0.987 -3.169 4.7 -2.0 7.3
O 0.519 1.177 -3.839 -4.9 1.7 -6.6
H -3.843 3.912 0.138 -3.2 5.1 3.3
H -3.155 2.722 0.332 0.0 -0.5 -0.8
O -3.508 3.296 -0.386 1.9 -5.0 -1.8
H -3.559 -3.780 2.984 2.7 -1.6 0.7
H -3.027 -4.654 4.124 -0.1 -0.5 1.1
O -2.730 -4.367 3.273 -2.7 2.2 -1.8
H -5.838 -1.998 -0.398 -0.4 0.0 -0.7
O -6.132 -2.734 0.145 1.2 0.8 2.3
H 1.254 0.376 -0.874 2.1 -0.4 -3.0
H -0.085 0.268 -0.289 -0.3 0.0 0.0
O 0.839 0.401 -0.068 -1.4 0.1 2.9
H -3.953 -1.462 0.638 0.5 -2.0 1.0
H -3.652 -3.051 1.090 -1.1 2.8 0.3
O -4.088 -2.163 1.398 1.4 -1.2 0.2
H -1.229 -0.059 1.413 1.0 0.1 1.9
H -0.982 -0.948 2.718 0.2 2.1 -1.2
O -0.741 -0.051 2.304 -2.0 -1.8 -1.8
H -1.242 2.782 5.241 0.2 -0.8 -0.5
H -1.396 1.290 4.776 1.7 -1.5 -3.9
O -1.677 1.924 5.340 -2.2 3.4 3.7
H 4.537 -1.919 3.783 3.2 2.2 0.1
H 3.657 -2.782 3.233 -1.8 -4.0 -5.6
O 3.770 -2.347 3.976 -2.1 0.0 6.2
H -1.977 4.134 -0.549 -3.7 0.0 2.4
H -1.670 4.023 -2.072 -1.7 0.4 -1.4
O -1.363 4.108 -1.189 6.3 0.4 -1.7
H -2.527 -4.783 -1.387 1.1 1.1 3.1
O -2.806 -5.051 -2.212 -1.1 -0.4 -3.5
H 1.782 5.589 -2.970 -1.1 -0.5 -1.2
H 1.837 4.577 -1.708 -1.5 -4.0 0.9
O 2.070 5.337 -2.123 2.7 4.8 -0.2
H -1.994 1.398 -4.386 -1.0 2.8 -1.8
O -2.168 2.165 -5.079 0.0 -2.5 0.5
H -0.817 -3.813 -0.554 0.9 0.7 -0.7
H -1.017 -5.267 0.017 -0.7 2.2 0.2
O -1.431 -4.323 -0.054 0.1 -2.5 0.9
H -2.426 0.930 -1.295 2.7 -0.7 0.7
H -1.683 2.103 -1.404 1.4 0.0 0.4
O -1.412 1.192 -1.126 -4.5 0.5 -1.2
H 1.318 -2.675 -1.823 -0.9 -8.8 9.2
H 0.434 -1.738 -2.376 1.6 -0.8 -0.7
O 1.386 -2.106 -2.407 -1.3 9.4 -8.3
H 3.966 2.102 -3.805 -0.1 0.2 -0.3
H 3.591 2.736 -5.218 0.3 -1.4 1.2
O 3.700 1.880 -4.709 -0.3 1.2 -0.9
H 2.254 5.557 -0.051 -0.8 2.2 -1.5
H 3.613 5.224 0.636 -0.5 0.2 -0.2
O 2.740 4.903 0.372 1.5 -2.1 2.0
H -3.065 -2.122 -1.324 0.5 -1.1 -1.0
H -1.988 -2.023 0.030 -2.8 0.6 -2.9
O -2.780 -1.645 -0.565 2.8 1.0 3.6
H 0.576 2.263 -0.909 2.1 1.1 0.9
H 0.306 3.464 -1.500 1.3 0.9 1.0
O 1.111 3.143 -0.977 -3.5 -2.3 -1.6
H 2.810 1.653 5.093 -0.4 -0.8 0.7
H 3.084 2.744 4.247 0.3 0.5 0.8
O 3.272 2.482 5.178 0.1 0.3 -1.6
H -0.855 4.046 1.164 -4.2 -2.0 -4.4
H 0.544 4.507 1.239 -0.7 -0.1 0.3
O -0.271 4.307 1.757 5.3 2.1 3.9
H 4.181 -2.702 -3.304 -0.4 0.0 2.3
H 3.014 -2.687 -2.283 1.2 0.5 -0.4
O 4.003 -2.703 -2.305 -0.3 -0.3 -2.2
H 2.072 -2.074 1.486 3.2 1.6 0.7
O 1.311 -2.418 1.131 -3.1 -1.9 -1.0
H -0.556 -6.350 2.021 2.0 0.2 0.5
H -1.762 -6.436 1.546 -2.4 0.0 -0.6
O -0.921 -6.701 1.215 0.3 -0.2 0.2
H -2.985 -5.976 -2.135 -0.2 -0.8 0.0
H 1.965 0.013 2.396 0.5 2.6 -2.2
H -2.681 1.737 -5.820 0.7 0.5 1.2
H 4.450 2.053 1.359 -1.3 -0.1 0.0
H -5.460 -2.471 0.973 -2.1 -1.2 -2.3
H 0.874 -2.573 1.978 -0.5 -0.2 -0.3
O 3.650 0.427 -0.234 -4.8 -6.6 -1.3
H 3.093 0.599 0.494 -0.8 0.9 1.0
H 4.304 0.969 -0.321 5.9 5.2 -0.4
O -1.339 -2.134 -2.665 1.7 3.6 3.3
H -1.635 -2.727 -3.262 -1.5 -3.0 -3.4
H -1.724 -1.258 -2.896 0.0 -1.1 0.2
O 4.685 -0.242 3.474 -3.4 -0.7 1.3
H 5.154 0.327 3.990 2.0 2.7 2.4
H 5.154 -0.337 2.719 2.2 -0.2 -4.1
O -0.399 -3.405 4.652 -1.7 1.7 -2.2
H -0.123 -2.461 4.640 0.2 -1.0 0.8
H -1.196 -3.253 4.018 1.6 -1.2 1.5
O 1.090 -1.533 -5.976 3.7 -0.1 -2.2
H 2.109 -1.391 -6.216 -3.4 -0.5 0.8
H 0.999 -1.038 -5.182 -0.3 0.6 1.4
O -2.513 4.394 -3.503 7.3 -0.9 -0.7
H -2.073 4.046 -4.337 -1.8 0.3 1.3
H -3.378 4.546 -3.527 -5.6 0.6 -0.9
O 0.775 2.194 3.420 0.2 1.5 -1.2
H 0.544 1.440 2.870 -0.5 -0.6 0.2
H 0.660 2.960 2.773 -0.4 -0.8 1.5



56
Properties=species:S:1:pos:R:3:forces:R:3 method="wB97M-V/def2-TZVPD" s_squared=3.76 homo_lumo_gap_ev="7.381 / 7.847" total_energy_ev=-156405.3583 spin_multiplicity=4 e_lumo_ev="-2.6 / -2.6" de_lowest_ev=0.000 mol_weight_da=663.3 total_charge=+1
V -0.316 -1.214 -0.323 0.0 0.3 0.0
F 5.692 -1.302 2.533 0.0 0.0 0.0
C 4.371 -1.223 2.417 0.0 0.0 0.0
C 3.779 -1.202 1.167 0.0 0.0 0.0
F 4.515 -1.258 0.060 0.0 0.0 0.0
C 2.404 -1.120 1.095 0.0 0.0 -0.1
F 1.861 -1.089 -0.182 -0.1 0.0 0.0
C 1.554 -1.059 2.185 0.0 0.0 0.0
S -0.194 -0.940 2.047 0.0 -0.1 0.0
C 2.191 -1.082 3.424 0.0 0.0 0.0
F 1.465 -1.024 4.538 0.0 0.0 0.0
C 3.567 -1.162 3.546 0.0 0.0 0.0
F 4.129 -1.182 4.749 0.0 0.0 0.0
C -3.429 -1.965 -0.450 0.1 0.0 0.0
O -2.426 -0.944 -0.615 -0.1 -0.1 0.0
C -2.841 0.377 -0.531 0.1 0.0 0.0
C -4.145 0.776 -0.333 0.0 0.0 0.0
C -4.416 2.140 -0.247 0.0 0.0 0.0
Br -6.194 2.698 0.021 0.0 0.0 0.0
C -3.411 3.076 -0.346 0.0 0.0 0.0
C -2.092 2.667 -0.547 0.0 -0.1 0.0
C -1.810 1.306 -0.651 -0.1 0.0 0.0
O -0.552 0.837 -0.857 0.1 0.0 0.0
C -0.965 3.591 -0.634 0.0 0.0 0.0
N 0.263 3.156 -0.823 0.0 -0.1 0.0
C 1.082 4.276 -0.840 0.0 -0.1 0.0
C 2.461 4.388 -1.003 0.0 0.0 0.0
C 2.998 5.657 -0.971 0.0 0.0 0.0
C 2.191 6.792 -0.783 0.0 0.0 0.0
C 0.824 6.693 -0.622 0.0 0.0 0.0
C 0.289 5.410 -0.654 0.0 0.0 0.0
N -1.010 4.939 -0.529 0.0 0.0 0.0
H -4.175 -1.874 -1.238 0.0 0.0 0.0
H -3.887 -1.877 0.534 0.0 0.0 0.0
H -2.907 -2.912 -0.535 0.0 0.0 0.0
H -4.950 0.063 -0.237 0.0 0.0 0.0
H -3.658 4.126 -0.263 0.0 0.0 0.0
H 0.090 1.703 -0.863 0.0 0.0 0.0
H 3.077 3.511 -1.146 0.0 0.0 0.0
H 4.065 5.788 -1.092 0.0 0.0 0.0
H 2.655 7.768 -0.765 0.0 0.0 0.0
H 0.211 7.572 -0.478 0.0 0.0 0.0
H -1.834 5.495 -0.376 0.0 0.0 0.0
N 0.074 -7.453 -0.981 0.0 0.0 0.0
C -0.005 -6.119 -0.813 0.0 0.0 0.0
C -0.293 -5.551 0.440 0.0 0.0 0.0
C -0.374 -4.189 0.566 0.0 0.0 0.0
N -0.194 -3.337 -0.462 0.1 -0.1 0.0
C 0.099 -3.883 -1.656 -0.1 -0.1 -0.1
C 0.193 -5.230 -1.885 0.0 0.0 0.1
H -0.018 -8.081 -0.203 0.0 0.0 0.0
H 0.332 -7.849 -1.867 0.0 0.0 0.0
H -0.446 -6.177 1.309 0.0 0.0 0.0
H -0.582 -3.724 1.523 0.0 0.0 0.0
H 0.263 -3.194 -2.479 0.0 0.0 0.0
H 0.428 -5.593 -2.876 0.0 0.0 0.0